17
Properties=species:S:1:pos:R:3:nbo_charge:R:1 method="wB97M-V/def2-TZVPD" gap_ev="5.24 / 9.55" charge=+1 de_lowest_kcal_mol=102.5 largest_force_ev_per_a=3.607
C 1.76 0.79 0.44 0.20
C -0.38 -0.48 0.30 -0.52
C -1.62 0.28 0.46 -0.01
C 1.05 -0.27 -0.09 0.24
C -2.75 0.34 -0.42 -0.70
N 1.71 -1.19 -0.82 -0.68
O 3.12 0.83 0.13 -0.64
H 1.36 1.56 1.05 0.21
H -0.04 -0.51 1.35 0.30
H -0.64 -1.42 -0.31 0.24
H -1.68 0.71 1.45 0.20
H -3.50 -0.48 -0.12 0.26
H -2.53 0.15 -1.45 0.24
H -3.38 1.20 -0.20 0.27
H 3.52 1.74 0.17 0.53
H 1.26 -1.96 -1.30 0.43
H 2.75 -1.29 -0.63 0.44



18
Properties=species:S:1:pos:R:3:nbo_charge:R:1 method="wB97M-V/def2-TZVPD" gap_ev=5.92 charge=-1 de_lowest_kcal_mol=156.0 largest_force_ev_per_a=6.848
C 1.14 0.49 -0.27 0.36
N -0.22 1.03 0.17 -0.32
C 2.09 1.49 0.40 -0.66
C -1.13 -0.89 -1.26 -0.64
C -1.17 -0.06 0.04 -0.14
C -1.10 -1.03 1.24 -0.03
O -2.13 -1.95 1.45 -0.93
O 1.78 -0.50 -0.83 -0.63
H 0.44 1.02 -0.98 0.34
H 2.97 1.80 -0.29 0.19
H 1.44 2.36 0.56 0.21
H 2.46 1.13 1.33 0.22
H -1.42 -0.33 -2.13 0.17
H -1.76 -1.72 -1.12 0.25
H -0.15 -1.31 -1.47 0.23
H -2.18 0.37 0.00 0.18
H -0.09 -1.56 1.10 0.10
H -0.98 -0.34 2.05 0.10



18
Properties=species:S:1:pos:R:3:nbo_charge:R:1 method="wB97M-V/def2-TZVPD" gap_ev=8.46 charge=-1 de_lowest_kcal_mol=12.3 largest_force_ev_per_a=0.785
C -0.28 0.52 -1.26 -0.15
C -0.41 -0.80 -1.30 -0.22
C 0.76 -1.75 -1.24 -0.64
C -1.45 1.46 -1.08 -0.65
H 0.71 0.96 -1.13 0.22
H -1.40 -1.24 -1.29 0.17
H 1.03 -1.98 -0.21 0.23
H 0.50 -2.70 -1.72 0.18
H 1.64 -1.37 -1.76 0.20
H -2.34 0.85 -0.94 0.19
H -1.58 2.13 -1.93 0.18
H -1.27 1.99 -0.15 0.27
N 0.93 -0.41 2.61 -0.93
C 0.43 0.76 1.87 0.87
O -0.80 0.95 2.00 -0.81
O 1.29 1.38 1.22 -0.81
H 1.89 -0.24 2.88 0.35
H 0.35 -0.53 3.43 0.35



18
Properties=species:S:1:pos:R:3:nbo_charge:R:1 method="wB97M-V/def2-TZVPD" gap_ev=6.35 smiles="CCN(C=O)CC[O-]" charge=-1 de_lowest_kcal_mol=48.9 largest_force_ev_per_a=1.052
C 1.01 0.95 1.00 0.53
N 0.59 0.44 -0.16 -0.43
C 1.35 -0.59 -0.82 -0.21
C 0.83 -1.98 -0.56 -0.63
C -0.72 0.78 -0.72 -0.27
C -1.93 0.22 0.14 0.00
O -3.04 0.06 -0.58 -0.94
O 1.98 0.57 1.64 -0.69
H 0.41 1.83 1.30 0.11
H 2.40 -0.44 -0.55 0.21
H 1.37 -0.35 -1.88 0.18
H 1.23 -2.72 -1.26 0.19
H -0.26 -1.96 -0.72 0.23
H 0.97 -2.34 0.45 0.21
H -0.88 1.86 -0.74 0.18
H -0.78 0.34 -1.71 0.19
H -2.05 1.02 0.92 0.06
H -1.56 -0.69 0.66 0.07



18
Properties=species:S:1:pos:R:3:nbo_charge:R:1 method="wB97M-V/def2-TZVPD" gap_ev=8.21 charge=-1 de_lowest_kcal_mol=17.1 largest_force_ev_per_a=2.473
N 2.17 2.65 1.40 -0.92
C 1.39 1.53 1.08 0.86
O 0.85 0.92 2.04 -0.81
O 1.35 1.21 -0.16 -0.85
H 2.40 2.76 2.37 0.37
H 2.67 3.16 0.68 0.37
C -1.02 -0.82 0.03 -0.19
C -0.80 -1.22 -1.26 -0.22
C 0.59 -1.30 -1.88 -0.67
C -2.38 -0.78 0.66 -0.63
H -0.19 -0.38 0.57 0.28
H -1.67 -1.53 -1.88 0.16
H 1.01 -2.32 -1.85 0.19
H 0.58 -1.00 -2.94 0.18
H 1.31 -0.56 -1.45 0.28
H -3.20 -1.08 -0.03 0.18
H -2.65 0.22 1.04 0.21
H -2.42 -1.46 1.58 0.20



18
Properties=species:S:1:pos:R:3:nbo_charge:R:1 method="wB97M-V/def2-TZVPD" gap_ev=10.92 charge=+1 de_lowest_kcal_mol=62.5 largest_force_ev_per_a=5.008
C 1.12 -1.29 -0.53 0.23
C -0.44 -1.26 -3.12 0.46
C 0.81 0.02 -0.45 -0.17
C 0.09 0.63 1.98 -0.42
C -0.96 1.64 0.04 -0.44
N -0.16 0.52 0.56 -0.38
O -0.70 -1.31 -4.22 -0.45
O 0.55 -2.22 0.31 -0.71
H 1.83 -1.62 -1.21 0.21
H 1.26 0.77 -0.89 0.22
H -0.90 0.54 2.56 0.24
H 0.68 -0.22 2.35 0.25
H 0.56 1.51 2.25 0.23
H -1.58 2.03 0.92 0.24
H -0.32 2.44 -0.38 0.24
H -1.68 1.37 -0.81 0.25
H -0.80 -0.34 0.48 0.45
H 0.63 -3.20 0.16 0.54



18
Properties=species:S:1:pos:R:3:nbo_charge:R:1 method="wB97M-V/def2-TZVPD" gap_ev=11.91 smiles="O=C(O)[C@@H]1CCC[NH2+]1" charge=+1 de_lowest_kcal_mol=9.9 largest_force_ev_per_a=2.727
O 0.29 2.41 -0.81 -0.68
C 0.47 1.45 0.11 0.77
C -0.43 0.25 -0.26 -0.14
N 0.42 -0.87 -0.86 -0.50
C -0.43 -2.08 -0.64 -0.23
C -0.89 -1.96 0.79 -0.45
C -0.93 -0.46 1.04 -0.43
O 1.39 1.41 0.86 -0.53
H 1.02 3.04 -0.96 0.53
H -1.21 0.49 -0.97 0.25
H 0.55 -0.67 -1.85 0.45
H 1.29 -0.89 -0.31 0.45
H -1.14 -2.23 -1.46 0.25
H 0.27 -2.92 -0.74 0.24
H -1.83 -2.50 1.00 0.27
H -0.18 -2.42 1.47 0.24
H -0.30 -0.14 1.88 0.26
H -1.93 0.02 1.19 0.25



18
Properties=species:S:1:pos:R:3:nbo_charge:R:1 method="wB97M-V/def2-TZVPD" gap_ev="6.70 / 7.33" charge=+1 spin_multiplicity=3 de_lowest_kcal_mol=157.8 largest_force_ev_per_a=9.024
C 0.76 -0.26 -0.05 0.09
C 2.00 -0.17 -0.31 0.40
C -1.20 -1.30 -0.44 -0.43
C -0.96 1.15 -1.01 -0.43
C -1.04 0.41 1.30 -0.42
N -0.57 -0.01 -0.01 -0.28
O 4.03 0.28 0.63 -0.52
O 3.27 -0.19 -0.49 -0.13
H -0.79 -2.09 0.30 0.26
H -2.28 -1.30 -0.48 0.26
H -0.98 -1.46 -1.59 0.26
H -2.06 1.32 -1.36 0.28
H -0.51 2.06 -0.70 0.24
H -0.46 0.77 -2.01 0.24
H -2.08 0.60 1.22 0.23
H -0.96 -0.46 1.98 0.23
H -0.45 1.10 1.84 0.26
H 4.28 -0.45 1.17 0.46



19
Properties=species:S:1:pos:R:3:nbo_charge:R:1 method="wB97M-V/def2-TZVPD" gap_ev=8.37 charge=-1 de_lowest_kcal_mol=15.4 largest_force_ev_per_a=2.170
C 0.15 1.24 0.44 -0.54
C 0.48 2.42 -0.41 -0.59
C 1.08 0.80 1.54 0.69
O 2.10 1.42 1.79 -0.68
N 0.77 -0.32 2.29 -0.84
H -0.87 1.30 0.82 0.22
H 0.16 0.35 -0.21 0.28
H 1.23 2.08 -1.13 0.20
H 1.53 -0.81 2.73 0.38
H 0.01 -0.95 1.99 0.44
H 0.82 3.33 0.06 0.20
H -0.37 2.78 -0.99 0.20
C -0.98 -1.98 -1.88 -0.74
C -1.11 -1.91 -0.37 0.75
O -2.21 -2.06 0.18 -0.76
O 0.00 -1.73 0.23 -0.82
H 0.02 -1.81 -2.27 0.20
H -1.45 -1.21 -2.52 0.20
H -1.39 -2.92 -2.31 0.20



18
Properties=species:S:1:pos:R:3:nbo_charge:R:1 method="wB97M-V/def2-TZVPD" gap_ev=5.78 smiles="CCNC(=O)CC[S-]" charge=-1 de_lowest_kcal_mol=19.9 largest_force_ev_per_a=2.205
C -0.20 -1.32 -0.20 -0.59
C -0.18 -1.68 -1.72 -0.52
S 1.42 -1.45 -2.58 -0.74
C -1.23 -0.28 0.15 0.71
N -0.94 0.39 1.35 -0.66
C 0.40 0.97 1.52 -0.22
C 0.93 1.71 0.28 -0.66
O -2.21 0.04 -0.49 -0.61
H 0.82 -0.93 -0.18 0.26
H -0.45 -2.21 0.38 0.23
H -0.83 -0.98 -2.24 0.20
H -0.56 -2.68 -1.94 0.18
H -1.69 0.97 1.65 0.37
H 0.30 1.65 2.35 0.18
H 1.08 0.18 1.81 0.20
H 1.45 2.64 0.53 0.20
H 1.69 1.09 -0.18 0.24
H 0.19 1.89 -0.49 0.23



18
Properties=species:S:1:pos:R:3:nbo_charge:R:1 method="wB97M-V/def2-TZVPD" gap_ev=9.42 smiles="CC1=C(C)S[C@@H](O)[NH2+]1" charge=+1 de_lowest_kcal_mol=33.3 largest_force_ev_per_a=5.623
C 0.48 0.20 -0.16 0.06
C -0.03 -1.11 -0.05 -0.05
C -2.02 0.79 -0.23 0.14
C 1.86 0.64 0.00 -0.69
C 0.79 -2.29 0.14 -0.68
N -0.56 1.23 -0.50 -0.56
O -2.46 1.49 0.84 -0.70
S -1.83 -1.01 0.04 0.27
H -2.71 0.90 -1.02 0.22
H 2.06 1.30 0.84 0.25
H 2.33 1.23 -0.75 0.24
H 2.53 -0.18 0.19 0.26
H 1.00 -2.18 1.12 0.25
H 1.81 -2.15 -0.48 0.25
H 0.40 -3.36 -0.01 0.28
H -0.32 2.12 0.06 0.47
H -0.42 1.43 -1.54 0.45
H -2.92 0.95 1.53 0.53



17
Properties=species:S:1:pos:R:3:nbo_charge:R:1 method="wB97M-V/def2-TZVPD" gap_ev=10.54 smiles=C[C@@H](C#N)P(C)C charge=0 de_lowest_kcal_mol=0.0 largest_force_ev_per_a=3.431
C -0.29 -1.57 -1.96 0.28
C 1.13 -2.04 0.03 -0.59
C -1.27 1.20 -1.03 -0.92
C 0.11 0.92 1.21 -0.92
C 0.30 -0.98 -0.79 -0.64
N -0.87 -1.93 -2.92 -0.33
P -1.03 -0.18 0.20 0.83
H 0.67 -3.05 -0.14 0.23
H 2.12 -2.09 -0.36 0.22
H 1.11 -1.74 1.11 0.22
H -2.34 1.50 -1.10 0.23
H -1.03 0.76 -1.92 0.23
H -0.75 2.14 -0.85 0.22
H 0.95 1.19 0.59 0.22
H 0.45 0.38 2.16 0.23
H -0.53 1.86 1.36 0.24
H 1.12 -0.37 -1.13 0.25



17
Properties=species:S:1:pos:R:3:nbo_charge:R:1 method="wB97M-V/def2-TZVPD" gap_ev=8.39 charge=0 de_lowest_kcal_mol=57.9 largest_force_ev_per_a=3.937
C 2.58 0.07 0.06 0.15
C 0.31 2.12 0.30 -0.69
C 0.04 -2.14 -0.31 -0.97
C -1.94 -0.17 0.36 -0.90
C 0.58 0.77 -0.27 -0.32
N 3.56 -0.49 -0.17 -0.45
P -0.10 -0.60 0.63 0.81
H -0.05 2.00 1.32 0.23
H 1.20 2.87 0.30 0.26
H -0.46 2.55 -0.22 0.23
H -0.54 -2.83 0.32 0.25
H 1.05 -2.53 -0.35 0.26
H -0.09 -2.13 -1.35 0.23
H -1.85 0.67 -0.42 0.20
H -2.43 0.26 1.20 0.23
H -2.46 -0.99 -0.04 0.23
H 0.61 0.58 -1.38 0.23



17
Properties=species:S:1:pos:R:3:nbo_charge:R:1 method="wB97M-V/def2-TZVPD" gap_ev=9.27 charge=+1 de_lowest_kcal_mol=110.0 largest_force_ev_per_a=5.296
C 1.89 1.07 -0.68 -0.10
C 2.61 0.03 -0.34 -0.36
C 0.22 0.08 0.15 0.03
C -0.29 0.90 1.36 -0.71
C -1.96 -1.00 -0.24 -0.47
N -0.73 -0.50 -0.84 -0.57
S 1.63 -1.22 0.46 0.26
H 1.82 1.91 -1.29 0.24
H 3.72 -0.01 -0.35 0.26
H -0.41 0.25 2.18 0.25
H -0.96 1.63 1.05 0.24
H 0.61 1.48 1.62 0.27
H -1.95 -2.09 -0.08 0.25
H -2.09 -0.39 0.69 0.24
H -2.87 -1.05 -0.85 0.26
H -0.99 0.18 -1.60 0.45
H -0.24 -1.27 -1.24 0.45